# C17H19N3O3

An isolated molecule of C17H19N3O3 in a non-equilibrium geometry (ωB97M-V/def2-TZVPD, OMol25).

The calculation puts the lowest unoccupied orbital energy at 0.023 Eh. As for the total energy: -1049.17308 Eh. Its relative energy (zero: lowest compared OMol25 entry of this formula, charge and spin) is 196.9 kJ/mol. Its gap between HOMO and LUMO is 8.302 eV.

The geometry in ORCA input format:
```
! RIJCOSX wB97M-V def2-TZVPD def2/J DEFGRID3
* xyz 0 1
H -1.9953 -2.7190 -0.3170
H -2.8369 3.3423 0.8763
H 6.3786 1.9070 -2.0906
H -4.5719 3.8136 -0.8609
N -1.1662 1.6149 0.3326
C -1.2599 -1.9406 -0.1822
C 6.6910 1.8612 0.1115
C 0.0701 -2.2413 -0.2094
C 6.2583 1.4732 -1.1179
O 5.5602 0.3310 -1.0364
H -4.1265 -1.9238 -1.0168
C -4.5099 -1.5228 -0.0699
O 2.8358 -2.6699 -0.7764
H 0.4022 -3.2550 -0.3724
H 1.4694 0.8529 0.2259
C 4.7808 -1.2627 0.6489
H -4.4590 2.1441 -1.4297
C 5.5363 -0.0354 0.2620
H 6.3667 0.8521 2.0743
H 5.1194 -1.5994 1.6347
C -0.6252 0.4071 0.1702
C -1.6411 -0.5997 0.0161
N -2.4846 1.4203 0.2936
O -4.1492 -0.1562 0.0484
C 6.2159 0.8791 1.0144
H 3.0190 -0.2397 1.2151
H -6.4503 -1.0307 -0.8544
C -2.8307 0.1330 0.1013
H 7.2704 2.7295 0.3490
H -4.2278 2.2294 1.0436
H -6.3406 -2.6404 -0.1258
N 3.3530 -1.0164 0.6681
H -4.0742 -2.0933 0.7602
C 0.7360 0.0655 0.1426
C -3.9093 2.9591 -0.9655
C 1.0715 -1.2533 -0.0353
C 2.4867 -1.7173 -0.1062
H 4.9357 -2.0590 -0.0855
H -3.0771 3.2348 -1.6083
C -3.3934 2.5307 0.4046
H -6.4009 -1.2001 0.9020
C -6.0269 -1.6048 -0.0346
*
```


# C5H12NO2

A cluster of 2 separate species, C5H12NO2 in total in a non-equilibrium geometry (ωB97M-V/def2-TZVPD, OMol25).

The calculation puts the lowest unoccupied orbital energy at -0.117 Eh. As for the total energy: -402.71031 Eh. Its relative energy (zero: lowest compared OMol25 entry of this formula, charge and spin) is 30.3 kJ/mol. Its gap between HOMO and LUMO is 11.441 eV.

The geometry in ORCA input format:
```
! RIJCOSX wB97M-V def2-TZVPD def2/J DEFGRID3
* xyz 1 1
H -1.6910 1.2049 -0.9139
H 0.6766 1.2823 0.0086
H -1.9375 -1.2035 -3.2872
N -0.1207 -0.3537 1.9833
H 2.0064 -0.2732 2.3017
H -0.8231 -0.1101 1.2435
H 3.5997 0.9702 0.9118
C -2.2232 -1.5817 -2.3095
C 1.4639 1.0095 0.7020
C -1.9233 -0.5989 -1.2370
C 2.8411 1.5210 0.3658
O -1.6220 0.6315 -1.6983
H 2.8814 2.5942 0.5336
H 2.9490 1.3357 -0.7055
O -1.8779 -0.8626 -0.0528
C 1.2364 0.1279 1.6594
H -0.4510 0.0476 2.8617
H -1.5903 -2.4550 -2.1334
H -3.2569 -1.9163 -2.3002
H -0.1376 -1.3699 2.0662
*
```


# C20H16NO8ReS2

A structure of composition C20H16NO8ReS2 (ωB97M-V/def2-TZVPD, OMol25).

The calculation puts the lowest unoccupied orbital energy (spin up / spin down) at -0.133 / -0.177 Eh. As for the total energy: -2302.92105 Eh. Its relative energy (zero: lowest compared OMol25 entry of this formula, charge and spin) is 0.0 kJ/mol. The expectation value of S² is 3.76. Its gap between HOMO and LUMO (spin up / spin down) is 8.651 / 7.922 eV.

The geometry in ORCA input format:
```
! RIJCOSX wB97M-V def2-TZVPD def2/J DEFGRID3
* xyz 1 4
C 0.0076 0.0665 -2.5903
H -3.2876 -0.7126 -2.9970
H 4.4744 0.7431 -0.1577
H -0.4514 -2.9019 1.1864
H -2.9759 4.0338 4.2614
C -0.9526 1.2810 -4.4287
H -2.6120 1.7016 5.1286
O 3.7283 -0.6303 2.1938
H -3.0263 0.9184 -4.8504
O 0.1433 1.8515 -0.0157
H 1.4060 -4.5054 1.4071
C -1.5703 1.1171 3.3724
O -0.7383 3.9028 -0.3103
C 0.5444 -3.0417 -2.0760
O -1.3740 -0.6605 0.2411
C 1.8951 -4.4688 -0.6850
O -1.5570 -0.8366 4.7196
C -2.2571 2.0156 4.1570
C -0.1626 -2.6654 -0.9417
O 1.8220 0.9729 2.1655
C -2.4514 3.3031 3.6604
C -2.3324 -0.2390 -3.1869
C 1.1662 -4.0943 0.4362
C -2.1828 0.6755 -4.2194
C -0.6037 2.9070 0.3355
C 1.5817 -3.9516 -1.9348
S -1.5533 -1.5715 -1.0132
H 2.7107 -5.1723 -0.5852
N -1.1298 1.4900 2.1700
C -1.2842 2.7206 1.6755
Re 0.1505 0.2537 1.2130
H 0.2957 -2.6419 -3.0493
H -0.8395 1.9992 -5.2301
H 4.2669 1.9664 1.1325
H 2.1464 -4.2525 -2.8066
C 0.1209 -3.1950 0.3137
H 0.8500 -0.1679 -1.9507
O 1.9426 -0.6160 0.4634
H -2.0760 4.6642 2.0022
O -0.3685 -0.8487 2.8034
C -1.2315 -0.5367 -2.3921
C 3.7553 1.3031 0.4371
C -1.9583 3.6690 2.4074
C 0.1384 0.9807 -3.6175
H 1.0890 1.4682 -3.7853
H 3.0520 1.8538 -0.1853
S 2.8612 0.1531 1.3998
C -1.1719 -0.3016 3.7260
*
```